The following is a quantum chemistry calculation of an isolated molecule of C5H10ClN at a distorted geometry, from the Open Molecules 2025 dataset.

**M**: 119.59 g mol⁻¹
**Charge**: 0
**LUMO energy**: 0.841 eV
**E_HOMO**: -9.03 eV
**Spin multiplicity**: 1
**Frontier orbital gap**: 9.9 eV
**Structure (SMILES)**: C/C(=C\CCl)CN

XYZ file:
```
17
Properties=species:S:1:pos:R:3:forces:R:3:lowdin_charge:R:1
C -0.47576 -1.48371 0.01874 -0.79 1.58 -1.82 -0.037
C 0.20799 -0.09865 0.17906 0.26 -1.97 1.58 -0.286
C 0.07835 0.43865 1.58863 -2.71 -0.64 -0.03 -0.217
C 0.96524 0.54371 -0.69348 -0.69 -0.27 -0.68 -0.189
C 1.10072 0.24128 -2.17597 0.56 2.83 1.36 -0.485
H -0.33416 -1.86150 -1.01900 0.01 0.09 0.74 0.073
H -0.11250 -2.20563 0.72676 0.23 -0.22 0.38 0.068
H -1.59077 -1.37388 0.12787 1.07 -0.13 0.07 0.086
H 0.38107 -0.20429 2.40649 0.28 -0.84 -0.29 0.111
H 0.63632 1.30076 1.79591 0.72 1.58 -0.27 0.084
H -1.89394 -0.12127 1.98810 -0.68 -1.37 0.13 0.025
H -1.87124 1.35086 1.35916 0.18 0.44 -0.62 0.059
H 1.35381 1.49632 -0.33951 0.20 -0.07 -0.38 0.106
H 1.14602 -0.78666 -2.47536 -0.46 -0.29 -0.29 0.061
H 2.01912 0.80479 -2.42651 -0.45 -0.75 -0.59 0.066
N -1.36280 0.69522 1.91229 1.57 1.05 0.71 0.010
Cl -0.24746 1.26400 -2.97318 0.69 -1.02 -0.01 0.464
```
Forces are in eV/Å.

=====

The following is a quantum chemistry calculation of a cluster of 12 separate species, C5H34N2O11 in total at a distorted geometry, from the Open Molecules 2025 dataset.

**M**: 298.33 g mol⁻¹
**Charge**: 0
**LUMO energy**: 0.331 eV
**E_HOMO**: -7.73 eV
**Spin multiplicity**: 1
**Frontier orbital gap**: 8.1 eV
**Structure (SMILES)**: N/C=C/CCCN.O.O.O.O.O.O.O.O.O.O.O

XYZ file:
```
52
Properties=species:S:1:pos:R:3:forces:R:3:lowdin_charge:R:1
C 1.81614 -1.42038 -1.76751 1.52 0.17 -1.25 -0.263
C 2.38772 -1.20969 -0.35417 0.76 -0.50 -0.80 -0.205
C 2.19962 0.18698 0.25958 1.12 -2.11 0.84 -0.241
N -0.76600 1.66217 1.97793 1.40 0.72 0.22 0.078
C 0.55293 1.32977 1.67004 -0.54 -2.93 -2.12 -0.221
C 0.80539 0.30922 0.77111 0.38 2.61 1.60 -0.130
N 2.28719 -0.29576 -2.60964 -1.64 -1.88 -0.35 0.008
H 0.76604 -1.55336 -1.94146 -0.92 0.84 0.78 0.067
H 2.07201 -2.41066 -2.25104 0.78 0.83 0.80 0.113
H 3.47631 -1.39046 -0.46930 -0.38 0.06 0.06 0.114
H 2.03931 -1.96727 0.32622 -0.27 -0.35 0.42 0.088
H 2.94653 0.16118 1.10847 -0.65 0.44 -0.60 0.119
H 2.56193 0.93467 -0.43680 -0.32 0.33 -0.16 0.090
H -1.43711 0.91689 1.88757 -0.03 0.07 0.39 0.072
H -0.83378 2.33074 2.71886 -0.70 -0.15 0.33 0.079
H 1.42742 1.88650 2.05304 -1.40 -0.50 0.24 0.106
H 0.03617 -0.30643 0.31041 -0.05 0.31 0.11 0.090
H 1.60987 0.42550 -2.67851 0.15 0.70 -0.12 0.019
H 3.25005 -0.11537 -2.74121 0.56 0.26 0.17 0.057
H 0.60040 3.04259 -0.59634 -0.94 -0.31 0.26 0.003
H -0.97358 3.07376 -1.14094 0.31 0.09 0.31 0.020
O -0.01987 3.11132 -1.34020 0.71 0.17 -0.43 -0.072
H 1.92425 -0.52190 2.71685 -0.75 0.34 -0.03 -0.008
H 1.62538 -0.41883 4.28764 -0.40 0.41 -0.44 0.053
O 2.21951 -0.73012 3.60490 1.17 -0.12 0.70 -0.054
H -1.29491 -0.40933 -2.65617 0.00 0.23 0.25 0.057
H -1.58482 0.73460 -1.73776 0.06 0.06 -0.05 0.015
O -1.63500 -0.22802 -1.76740 -0.07 -0.30 -0.11 -0.071
H 0.83611 -2.53921 3.25071 -0.23 -0.22 -0.39 0.001
H 1.96298 -2.80579 4.12865 0.37 -0.24 -0.19 0.015
O 1.44839 -3.25589 3.44954 -0.35 -0.19 0.31 -0.083
H -3.29449 2.32582 -1.18300 -0.56 0.03 -0.71 0.008
H -3.04280 3.19531 -2.53142 -0.32 -0.45 -0.09 0.059
O -2.78372 3.01970 -1.62885 0.78 0.32 0.90 -0.046
H 2.47608 3.07976 1.23302 0.52 0.71 -0.41 0.060
H 1.83638 4.25422 0.27408 0.82 -0.16 0.57 0.082
O 1.73553 3.39795 0.71437 -0.67 0.66 -0.57 -0.065
H -4.59601 0.05946 -0.68632 0.16 0.35 -0.07 0.071
H -3.39805 0.53568 0.09672 0.04 -0.09 0.06 0.035
O -4.16615 0.87236 -0.37723 -0.12 -0.31 0.15 -0.044
H 0.15399 1.96260 -2.62477 -1.11 0.13 -0.62 0.025
H 0.06093 1.47749 -4.11805 -0.07 0.02 -0.02 0.049
O -0.46158 1.57388 -3.31487 1.06 -0.01 -0.10 -0.102
H 0.68567 -4.36361 -0.79848 -0.01 -0.52 0.82 0.050
H -0.40399 -3.91471 0.34662 0.39 -0.71 0.11 0.040
O 0.04157 -3.73364 -0.48005 0.01 1.00 -1.04 -0.048
H -2.15515 -3.04889 -1.35638 -0.19 -0.66 0.29 0.053
H -1.73159 -1.77759 -0.82734 -0.79 -0.09 0.43 0.007
O -2.28237 -2.55145 -0.54008 0.34 0.84 -0.86 -0.105
H -1.52574 -1.90361 1.07150 -0.02 -0.08 0.27 -0.020
H -2.37749 -2.52827 2.11741 -0.09 0.06 0.15 0.043
O -1.72918 -1.82397 2.01594 0.19 0.11 -0.02 -0.065
```
Forces are in eV/Å.

=====

The following is a quantum chemistry calculation of a cluster of 15 separate species, C3H35O15 in total at a distorted geometry, from the Open Molecules 2025 dataset.

**M**: 311.30 g mol⁻¹
**Charge**: -1
**LUMO energy**: 2.116 eV
**E_HOMO**: -5.97 eV
**Spin multiplicity**: 1
**Frontier orbital gap**: 8.1 eV

XYZ file:
```
53
Properties=species:S:1:pos:R:3:forces:R:3:lowdin_charge:R:1
C -11.03600 32.64800 -18.73200 -1.40 0.86 -0.23 -0.062
C -10.75000 31.86400 -19.99500 0.01 -2.23 -0.10 -0.526
C -9.28100 31.94800 -20.37900 0.15 1.79 -0.26 -0.066
O -10.97700 30.47200 -19.86900 -0.47 1.03 -0.16 -0.339
H -10.53900 32.22400 -17.86700 -0.16 -0.22 0.09 0.048
H -12.14100 32.89800 -18.48900 1.79 -0.84 -0.46 0.126
H -10.59200 33.57900 -19.02600 0.33 1.17 0.57 0.071
H -11.39000 32.31200 -20.75000 -0.16 0.11 -0.64 0.130
H -8.92200 31.34600 -21.19500 -0.36 -0.88 -0.12 0.056
H -8.69000 31.75200 -19.49600 0.29 -0.16 0.18 0.055
H -9.03000 32.92400 -20.79000 0.13 0.79 0.30 0.079
O -12.08800 31.53100 -15.47200 -1.22 1.49 2.08 -0.044
H -11.14400 31.58400 -15.47400 0.72 -0.68 -0.51 -0.005
H -12.47600 31.13200 -16.24300 0.72 -1.15 -1.34 -0.006
O -12.44100 30.10600 -17.70400 -1.12 0.61 0.57 -0.081
H -11.83400 30.45800 -18.41600 -0.93 -0.86 -0.34 0.002
H -13.38500 30.25900 -17.93500 1.26 -0.26 -0.44 0.073
O -10.79400 29.68900 -22.57100 -0.84 0.34 -0.59 -0.043
H -10.77600 30.27000 -21.81100 -1.06 0.11 1.41 -0.009
H -9.88600 29.84700 -22.76800 1.39 -0.60 -0.97 -0.020
O -9.26100 31.01800 -15.55500 -1.12 -2.05 0.02 -0.017
H -8.52700 30.56100 -15.16900 0.61 0.02 0.39 0.068
H -9.12400 31.93100 -15.66400 0.84 2.33 0.04 -0.021
O -8.72000 28.72800 -20.78700 0.07 -1.90 0.34 -0.021
H -8.00600 29.09500 -21.26700 1.05 0.66 -0.68 -0.018
H -9.30200 29.43300 -20.56400 -1.03 0.87 0.58 -0.042
O -9.40500 33.64700 -16.25800 0.14 0.69 2.34 -0.036
H -10.21300 34.13100 -15.99900 0.41 -0.49 -0.60 0.086
H -9.43700 33.40100 -17.15900 -0.47 0.13 -1.55 -0.024
O -13.48000 30.12900 -20.97300 -0.13 0.19 -0.77 -0.083
H -12.55300 30.24400 -20.69100 0.30 -0.10 0.89 -0.025
H -13.34800 29.93400 -21.91000 -0.34 0.03 0.08 0.018
O -6.18300 30.65500 -19.90600 1.75 -0.43 -1.35 -0.028
H -6.01200 31.55400 -20.18500 -0.32 0.26 0.29 0.029
H -6.88000 30.61400 -19.28700 -1.46 0.02 1.02 -0.011
O -7.96500 30.06000 -23.36800 -1.35 -0.49 -0.09 -0.018
H -7.09700 30.38700 -23.46900 1.55 0.64 -0.06 0.030
H -8.11800 29.51200 -24.14400 -0.05 -0.10 0.04 0.066
O -13.38400 33.86700 -15.68600 -0.79 0.25 -0.72 -0.126
H -14.13900 33.73900 -16.30700 1.09 -0.05 0.78 0.037
H -12.87600 33.02000 -15.63300 -0.32 0.02 0.02 -0.030
O -12.02500 27.38900 -21.16800 0.14 0.40 -0.55 -0.042
H -12.60700 27.05300 -21.83600 -0.68 -0.80 -0.22 0.034
H -11.77000 28.21100 -21.61300 0.66 0.23 0.39 0.004
O -10.92300 27.35800 -18.65500 -0.36 -1.20 0.46 -0.061
H -11.14300 27.46900 -19.57500 -0.25 -0.09 -0.46 -0.035
H -10.40900 28.11600 -18.43000 0.69 0.90 0.47 -0.040
O -7.22700 34.01800 -18.67100 1.63 1.27 1.58 -0.011
H -7.11600 33.21200 -18.18500 0.07 -0.64 0.37 0.025
H -7.79600 33.82800 -19.36700 -1.66 -0.67 -1.97 -0.038
O -9.32400 29.70100 -17.96000 0.89 -0.43 -0.58 -0.060
H -9.91400 30.14400 -18.60600 -0.24 -0.24 -0.15 -0.023
H -9.23500 30.23200 -17.17700 -0.40 0.34 0.61 -0.025
```
Forces are in eV/Å.